Record 1
{"formula": "C21H24N2O5S", "method": "ωB97M-V/def2-TZVPD", "e_homo_ha": -0.288, "smiles": "COc1ccc(NC(=O)c2c(NC(=O)CCC(=O)O)sc3c2CCCCC3)cc1", "symbols": ["C", "O", "C", "C", "C", "C", "N", "C", "O", "C", "C", "N", "C", "O", "C", "C", "C", "O", "O", "S", "C", "C", "C", "C", "C", "C", "C", "C", "C", "H", "H", "H", "H", "H", "H", "H", "H", "H", "H", "H", "H", "H", "H", "H", "H", "H", "H", "H", "H", "H", "H", "H", "H"], "coordinates": [[5.170, 2.243, 4.597], [3.848, 1.848, 4.867], [3.026, 1.565, 3.818], [1.714, 1.217, 4.145], [0.795, 0.900, 3.169], [1.165, 0.931, 1.825], [0.294, 0.564, 0.793], [-1.081, 0.531, 0.831], [-1.739, 0.869, 1.792], [-1.666, 0.015, -0.428], [-1.211, -1.112, -1.070], [-0.213, -1.968, -0.631], [0.248, -3.002, -1.385], [-0.233, -3.276, -2.462], [1.428, -3.736, -0.773], [2.738, -2.998, -1.110], [2.725, -1.623, -0.489], [2.374, -0.616, -1.050], [3.097, -1.641, 0.789], [-2.084, -1.459, -2.513], [-3.098, -0.072, -2.245], [-2.776, 0.600, -1.106], [-3.479, 1.841, -0.657], [-3.359, 2.979, -1.675], [-4.288, 2.829, -2.880], [-3.933, 1.685, -3.828], [-4.158, 0.293, -3.227], [2.472, 1.286, 1.496], [3.398, 1.599, 2.480], [5.732, 1.453, 4.087], [5.624, 2.435, 5.568], [5.203, 3.158, 3.997], [1.435, 1.202, 5.186], [-0.216, 0.647, 3.439], [0.734, 0.475, -0.117], [0.176, -1.776, 0.282], [1.469, -4.735, -1.208], [1.315, -3.819, 0.309], [3.581, -3.561, -0.712], [2.829, -2.897, -2.192], [3.052, -0.745, 1.188], [-3.061, 2.155, 0.299], [-4.537, 1.616, -0.496], [-3.607, 3.916, -1.172], [-2.325, 3.051, -2.018], [-5.313, 2.694, -2.525], [-4.261, 3.763, -3.449], [-2.891, 1.777, -4.140], [-4.557, 1.777, -4.721], [-4.163, -0.451, -4.025], [-5.137, 0.270, -2.738], [2.759, 1.355, 0.455], [4.397, 1.877, 2.182]], "lowdin_charge": [-0.091, -0.085, -0.278, 0.015, 0.006, -0.228, 0.134, -0.404, 0.088, -0.116, -0.435, 0.100, -0.490, 0.012, -0.073, -0.072, -0.540, 0.093, 0.123, 1.181, -0.467, -0.215, -0.125, -0.189, -0.212, -0.197, -0.200, -0.059, -0.019, 0.095, 0.093, 0.096, 0.122, 0.107, 0.124, 0.146, 0.127, 0.125, 0.126, 0.136, 0.095, 0.104, 0.128, 0.107, 0.119, 0.111, 0.106, 0.118, 0.107, 0.101, 0.122, 0.116, 0.108]}

Record 2
{"formula": "C21H24N2O8S", "method": "ωB97M-V/def2-TZVPD", "e_homo_ha": -0.301, "smiles": "CCOC(=O)c1sc(N)c(C(=O)OCC)c1COC(=O)[C@@H]1CC(=O)N(Cc2ccco2)C1", "symbols": ["C", "C", "O", "C", "O", "C", "S", "C", "N", "C", "C", "O", "O", "C", "C", "C", "C", "O", "C", "O", "C", "C", "C", "O", "N", "C", "C", "C", "C", "C", "O", "C", "H", "H", "H", "H", "H", "H", "H", "H", "H", "H", "H", "H", "H", "H", "H", "H", "H", "H", "H", "H", "H", "H", "H", "H"], "coordinates": [[-3.049, 1.537, -2.293], [-2.401, 0.828, -3.474], [-1.533, -0.226, -3.061], [-0.335, 0.129, -2.564], [0.040, 1.273, -2.445], [0.441, -1.056, -2.226], [-0.146, -2.612, -2.756], [1.230, -3.393, -2.057], [1.416, -4.713, -2.140], [2.101, -2.485, -1.440], [3.284, -2.995, -0.751], [3.519, -4.187, -0.631], [4.100, -2.051, -0.285], [5.192, -2.479, 0.530], [4.722, -2.808, 1.940], [1.630, -1.150, -1.545], [2.220, 0.066, -0.891], [1.250, 0.635, -0.007], [0.993, -0.021, 1.120], [1.631, -0.955, 1.532], [-0.265, 0.497, 1.791], [-1.469, -0.252, 1.191], [-2.581, 0.786, 1.142], [-3.754, 0.577, 0.927], [-2.022, 1.992, 1.345], [-2.765, 3.232, 1.315], [-2.813, 3.870, 2.665], [-3.594, 3.618, 3.754], [-3.156, 4.503, 4.770], [-2.140, 5.223, 4.223], [-1.921, 4.846, 2.952], [-0.591, 1.975, 1.536], [-3.567, 0.827, -1.653], [-2.290, 2.050, -1.708], [-3.763, 2.269, -2.660], [-1.824, 1.544, -4.071], [-3.149, 0.338, -4.100], [0.699, -5.315, -2.500], [2.204, -5.072, -1.605], [5.884, -1.634, 0.529], [5.666, -3.351, 0.066], [4.109, -1.995, 2.322], [5.579, -2.955, 2.590], [4.123, -3.715, 1.929], [3.123, -0.190, -0.337], [2.411, 0.847, -1.629], [-0.195, 0.287, 2.861], [-1.271, -0.573, 0.165], [-1.764, -1.126, 1.767], [-3.775, 2.977, 0.983], [-2.297, 3.921, 0.604], [-4.381, 2.895, 3.818], [-3.546, 4.588, 5.763], [-1.520, 6.003, 4.617], [-0.086, 2.339, 0.633], [-0.309, 2.611, 2.380]], "lowdin_charge": [-0.053, -0.204, -0.060, -0.520, 0.114, -0.372, 1.162, -0.527, 0.111, -0.098, -0.425, 0.081, -0.017, -0.200, -0.054, -0.140, -0.062, 0.007, -0.456, 0.140, -0.146, 0.005, -0.465, 0.060, -0.039, -0.056, -0.260, -0.014, -0.062, -0.124, 0.040, -0.069, 0.073, 0.066, 0.082, 0.125, 0.125, 0.105, 0.091, 0.125, 0.122, 0.072, 0.077, 0.077, 0.123, 0.144, 0.158, 0.129, 0.136, 0.136, 0.140, 0.114, 0.099, 0.118, 0.135, 0.134]}

Record 3
{"formula": "C21H24N2OP2PdS", "method": "ωB97M-V/def2-TZVPD", "s2": 6.0622, "e_homo_ha": [-0.411, -0.519], "charge": 2, "multiplicity": 5, "symbols": ["C", "C", "C", "C", "C", "C", "C", "C", "C", "C", "C", "C", "C", "H", "H", "H", "H", "H", "H", "H", "N", "Pd", "C", "H", "H", "C", "H", "H", "P", "P", "C", "H", "H", "H", "C", "H", "H", "H", "C", "H", "H", "H", "C", "H", "H", "H", "C", "O", "H", "S", "C", "N"], "coordinates": [[-1.473, 3.415, -1.810], [-1.272, 2.067, -1.575], [-0.011, 1.467, -1.856], [1.070, 2.281, -2.345], [0.821, 3.665, -2.558], [-0.428, 4.215, -2.298], [2.303, 1.650, -2.535], [2.479, 0.284, -2.264], [1.344, -0.452, -1.766], [1.480, -1.836, -1.440], [2.697, -2.472, -1.641], [3.809, -1.757, -2.124], [3.708, -0.409, -2.422], [-2.452, 3.853, -1.593], [1.648, 4.275, -2.928], [-0.604, 5.279, -2.450], [3.145, 2.239, -2.892], [2.784, -3.535, -1.403], [4.762, -2.277, -2.233], [4.564, 0.164, -2.786], [0.159, 0.157, -1.572], [-0.389, -0.384, 2.003], [-2.334, 1.217, -0.930], [-2.282, 0.185, -1.297], [-3.341, 1.636, -1.078], [0.269, -2.550, -0.883], [-0.652, -2.128, -1.305], [0.346, -3.621, -1.117], [-2.035, 1.104, 0.866], [0.065, -2.354, 0.928], [1.415, -3.314, 1.642], [1.361, -3.241, 2.736], [1.348, -4.366, 1.331], [2.369, -2.893, 1.306], [-1.451, -3.296, 1.274], [-1.320, -4.357, 1.041], [-1.688, -3.166, 2.337], [-2.276, -2.885, 0.681], [-2.129, 2.721, 1.621], [-3.100, 3.169, 1.372], [-2.013, 2.599, 2.706], [-1.315, 3.342, 1.233], [-3.475, 0.157, 1.404], [-3.462, 0.040, 2.490], [-4.380, 0.709, 1.112], [-3.495, -0.833, 0.938], [1.478, -0.157, 2.617], [2.534, -0.183, 3.068], [-0.476, 0.919, 0.793], [-1.156, 0.131, 4.243], [0.109, -0.156, 5.270], [0.944, -0.317, 6.089]], "lowdin_charge": [-0.045, -0.231, -0.195, -0.135, 0.018, -0.032, 0.054, -0.133, -0.186, -0.205, -0.035, -0.027, 0.018, 0.124, 0.130, 0.123, 0.137, 0.124, 0.126, 0.132, 0.142, 0.265, -0.239, 0.100, 0.122, -0.258, 0.088, 0.118, 0.820, 0.800, -0.226, 0.061, 0.078, 0.057, -0.231, 0.075, 0.051, 0.043, -0.194, 0.086, 0.046, 0.075, -0.204, 0.031, 0.092, 0.055, -0.171, 0.180, 0.060, 0.802, -0.698, 0.212]}

| no. | E (a.u.) |
| --- | --- |
| 1 | -1698.60348 |
| 2 | -1924.31769 |
| 3 | -2207.47029 |